DFT (the ωB97M-V functional and the def2-TZVPD basis) results for one molecule with the formula C22H24N2O5S.

```
! wB97M-V def2-TZVPD RIJCOSX def2/J DEFGRID3
* xyz 0 1
C 1.866 2.643 4.011
C 3.224 2.574 3.310
N 3.096 2.331 1.889
C 2.946 3.499 1.033
C 4.296 4.077 0.624
C 3.100 1.118 1.301
O 2.990 0.963 0.101
C 3.265 -0.103 2.222
O 3.095 -1.288 1.487
C 1.912 -1.495 0.841
C 0.719 -0.876 1.210
C -0.481 -1.197 0.614
C -0.532 -2.170 -0.387
C -1.751 -2.573 -1.037
C -3.000 -2.116 -0.854
C -3.497 -1.114 -0.031
N -3.995 -0.284 0.592
S -4.328 -2.873 -1.839
O -5.248 -3.519 -0.945
O -3.703 -3.668 -2.862
C -5.123 -1.448 -2.583
C -4.564 -0.895 -3.719
C -5.137 0.243 -4.262
C -6.249 0.810 -3.659
C -6.797 0.245 -2.518
C -6.230 -0.894 -1.972
C 0.669 -2.766 -0.785
C 1.886 -2.438 -0.209
O 2.964 -3.094 -0.710
C 4.242 -2.489 -0.644
H 1.332 1.700 3.929
H 1.248 3.420 3.570
H 2.007 2.868 5.065
H 3.844 1.800 3.767
H 3.741 3.528 3.437
H 2.401 3.181 0.142
H 2.353 4.245 1.567
H 4.147 4.948 -0.008
H 4.860 3.334 0.066
H 4.876 4.375 1.495
H 2.586 -0.064 3.081
H 4.297 -0.148 2.585
H 0.720 -0.127 1.986
H -1.382 -0.701 0.934
H -1.662 -3.357 -1.781
H -3.704 -1.369 -4.164
H -4.717 0.686 -5.152
H -6.692 1.699 -4.083
H -7.663 0.691 -2.054
H -6.630 -1.366 -1.088
H 0.676 -3.501 -1.575
H 4.705 -2.639 0.334
H 4.837 -2.988 -1.408
H 4.186 -1.420 -0.862
*
```

As for the SMILES: CCN(CC)C(=O)COc1ccc(/C=C(\C#N)S(=O)(=O)c2ccccc2)cc1OC. The calculation puts the HOMO energy at -8.29 eV. The energy above the lowest of the compared OMol25 structures with the same formula, charge and spin is 72.5 kcal/mol. The HOMO-LUMO gap is 7.879 eV. The electronic energy comes out at -47254.556 eV.